# 1
{
  "formula": "C4H11N2",
  "method": "ωB97M-V with the def2-TZVPD basis set",
  "total_charge": 1,
  "gap_ev": 11.39,
  "energy_ev": -7298.7117,
  "relative_energy_kj_mol": 215.8,
  "symbols": ["C", "C", "C", "C", "N", "N", "H", "H", "H", "H", "H", "H", "H", "H", "H", "H", "H"],
  "xyz": [[-0.47486, 1.31912, -0.75026], [-0.76559, 1.96663, -2.05249], [1.33631, -0.54392, 1.66293], [-0.02640, -1.00146, 1.25062], [-0.01546, 0.09911, -0.56113], [-0.24678, -2.21508, 0.89977], [-0.65593, 1.99207, 0.10639], [-1.02380, 3.02794, -1.98190], [-1.62961, 1.24964, -2.53670], [0.01805, 1.77719, -2.79423], [2.04873, -1.44100, 1.91192], [1.74161, 0.01998, 0.88152], [1.22069, 0.04748, 2.56865], [-0.86064, -0.44470, 1.46011], [0.00780, -0.35992, -1.43358], [-1.18486, -2.65145, 0.66361], [0.51073, -2.84163, 0.70477]]
}



# 2
{
  "formula": "C4H11N2",
  "method": "ωB97M-V with the def2-TZVPD basis set",
  "total_charge": 1,
  "gap_ev": 9.32,
  "energy_ev": -7297.2794,
  "relative_energy_kj_mol": 354.0,
  "symbols": ["C", "C", "C", "C", "N", "N", "H", "H", "H", "H", "H", "H", "H", "H", "H", "H", "H"],
  "xyz": [[2.24588, 0.38216, 1.58747], [0.13557, 1.89310, -0.76010], [-1.03943, -1.92012, -0.12863], [0.88936, 0.60034, -0.48419], [1.64367, 0.53913, 0.52751], [-1.24170, -0.52764, -0.39712], [1.66798, -0.00127, 2.47646], [3.33695, 0.65954, 1.76250], [-0.77777, 1.67297, -1.21094], [-0.02639, 2.35620, 0.15186], [0.85007, 2.50287, -1.45932], [0.08540, -2.19294, 0.21074], [-1.59556, -2.10444, 0.80803], [-1.43056, -2.62939, -0.87518], [1.30575, -0.13391, -1.24391], [-1.57536, -0.44646, -1.30942], [-1.81348, 0.10408, 0.11826]]
}



# 3
{
  "formula": "C4H11N2",
  "method": "ωB97M-V with the def2-TZVPD basis set",
  "total_charge": 1,
  "gap_ev": 5.30,
  "energy_ev": -7296.5681,
  "relative_energy_kj_mol": 422.6,
  "symbols": ["C", "C", "C", "C", "N", "N", "H", "H", "H", "H", "H", "H", "H", "H", "H", "H", "H"],
  "xyz": [[0.38843, 1.64701, 2.46366], [-0.45703, 1.03993, 1.19874], [0.09162, 1.05978, -0.05754], [-0.42872, 0.76513, -1.29604], [0.56284, 0.84710, -2.37900], [-0.27835, -4.14085, 0.00974], [0.83434, 0.89544, 3.16630], [1.25586, 2.00195, 1.85734], [-1.50722, 0.78764, 1.28887], [-1.29018, -4.32985, -0.09199], [1.18325, 1.28602, -0.05986], [-1.33698, 0.17704, -1.46898], [0.90798, -0.07803, -2.60840], [0.17336, 1.31001, -3.22568], [-0.15873, -3.59293, 0.85053], [0.08045, 2.49457, 3.07702], [0.30062, -4.96672, -0.05318]]
}



# 4
{
  "formula": "C4H11N2",
  "method": "ωB97M-V with the def2-TZVPD basis set",
  "total_charge": 1,
  "gap_ev": 10.57,
  "energy_ev": -7297.8162,
  "relative_energy_kj_mol": 302.2,
  "symbols": ["C", "C", "C", "C", "N", "N", "H", "H", "H", "H", "H", "H", "H", "H", "H", "H", "H"],
  "xyz": [[0.52954, -1.48378, -0.28242], [-0.98314, -0.06970, 0.41762], [-2.17597, 0.71640, 0.06948], [1.98357, 0.67533, 0.26479], [-0.82931, -1.45804, 0.04221], [0.75632, 0.03585, -0.29354], [1.10140, -1.96568, 0.58084], [0.89953, -1.94682, -1.20592], [-0.68734, 0.06796, 1.49725], [-2.46774, 0.87804, -0.90106], [-2.01881, 1.75318, 0.45746], [-2.93563, 0.16570, 0.69056], [2.36628, 1.47394, -0.27268], [1.78216, 1.02266, 1.23106], [2.73496, -0.03883, 0.40037], [-1.50733, -1.88778, -0.56582], [0.63704, 0.34042, -1.21084]]
}



# 5
{
  "formula": "C4H11N2",
  "method": "ωB97M-V with the def2-TZVPD basis set",
  "total_charge": 1,
  "gap_ev": 10.11,
  "energy_ev": -7298.8833,
  "relative_energy_kj_mol": 199.2,
  "symbols": ["C", "N", "H", "H", "H", "H", "H", "H", "C", "C", "C", "N", "H", "H", "H", "H", "H"],
  "xyz": [[0.30136, 2.27442, -1.73181], [-0.81209, 1.29730, -1.49085], [-0.03871, 3.07929, -2.37658], [0.62436, 2.69032, -0.78331], [1.09505, 1.71514, -2.21885], [-1.02845, 0.84478, -2.37803], [-1.64364, 1.76934, -1.14469], [-0.55532, 0.52609, -0.77759], [0.81992, -0.51914, 1.15481], [1.04087, -1.21921, 2.26341], [-0.79266, -1.84048, 0.13103], [-0.36965, -0.67096, 0.37816], [1.53728, 0.22370, 0.82994], [0.33578, -2.00479, 2.50947], [1.91486, -1.10371, 2.88405], [-1.68084, -1.98180, -0.47613], [-0.27189, -2.74293, 0.44656]]
}



# 6
{
  "formula": "C4H11N2",
  "method": "ωB97M-V with the def2-TZVPD basis set",
  "total_charge": 1,
  "gap_ev": 10.24,
  "smiles": "CNC=[N+](C)C",
  "energy_ev": -7297.3646,
  "relative_energy_kj_mol": 345.7,
  "symbols": ["C", "C", "C", "C", "N", "N", "H", "H", "H", "H", "H", "H", "H", "H", "H", "H", "H"],
  "xyz": [[-0.27695, -0.04107, 0.28775], [-2.91836, -0.36524, 0.06532], [1.96042, -1.14732, 0.21516], [1.74096, 1.35826, -0.41375], [-1.65820, 0.36112, 0.08323], [1.10149, 0.13384, 0.06972], [-1.56750, 1.30266, -0.28397], [-0.48337, -1.08747, 0.61942], [-3.51438, 0.23342, -0.74196], [-2.79800, -1.34130, -0.23330], [-3.49939, -0.23650, 1.02973], [2.62350, -1.32369, -0.56824], [2.37591, -1.28955, 1.28221], [1.14605, -1.80304, 0.03829], [2.26822, 1.89726, 0.41493], [2.45584, 1.21453, -1.23101], [1.04378, 2.13408, -0.63351]]
}



# 7
{
  "formula": "C4H11N2",
  "method": "ωB97M-V with the def2-TZVPD basis set",
  "total_charge": 2,
  "multiplicity": 2,
  "gap_ev": [10.80, 10.30],
  "energy_ev": -7287.8426,
  "relative_energy_kj_mol": 4.6,
  "symbols": ["C", "C", "C", "C", "N", "N", "H", "H", "H", "H", "H", "H", "H", "H", "H", "H", "H"],
  "xyz": [[0.58346, 1.42260, -0.53739], [-0.66158, 0.99518, 0.28198], [-0.77269, -0.44407, 0.68091], [-0.81220, -1.46933, -0.27645], [-1.25357, -2.67624, -0.00849], [1.92682, 0.92305, 0.03991], [0.58132, 0.98654, -1.53817], [0.68471, 2.50064, -0.59642], [-1.49309, 1.32009, -0.35437], [-0.72150, 1.65226, 1.14487], [-0.81860, -0.63682, 1.74657], [-0.48467, -1.20983, -1.27542], [-1.79015, -2.72285, 0.86140], [-1.70920, -3.18850, -0.76354], [2.66913, 1.06923, -0.64908], [1.90560, -0.03548, 0.38985], [2.16619, 1.51353, 0.85385]]
}



# 8
{
  "formula": "C4H11N2O",
  "method": "ωB97M-V with the def2-TZVPD basis set",
  "total_charge": -1,
  "gap_ev": 6.91,
  "energy_ev": -9352.9561,
  "relative_energy_kj_mol": 148.0,
  "symbols": ["C", "C", "N", "N", "H", "H", "H", "H", "H", "H", "C", "O", "C", "H", "H", "H", "H", "H"],
  "xyz": [[0.83012, -1.92580, 0.65258], [0.51939, -0.92577, 1.48259], [0.37483, -1.06703, 2.90148], [1.36874, -1.72254, -0.64110], [0.54703, -2.93870, 0.98233], [0.42256, 0.09346, 1.11769], [0.51201, -0.16228, 3.36027], [1.10215, -1.67620, 3.30549], [1.08157, -0.78127, -0.99406], [1.29710, -2.48608, -1.30492], [-0.71722, 1.33305, -0.74156], [0.46065, 0.71368, -1.05672], [-1.31789, 2.05665, -1.95202], [-0.63465, 2.13959, 0.01964], [-1.43399, 0.59222, -0.36974], [-2.30328, 2.48079, -1.68601], [-1.44614, 1.40400, -2.82006], [-0.66299, 2.87224, -2.25587]]
}



# 9
{
  "formula": "C4H11N2O",
  "method": "ωB97M-V with the def2-TZVPD basis set",
  "total_charge": -2,
  "multiplicity": 2,
  "gap_ev": [2.44, 6.52],
  "energy_ev": -9348.4381,
  "relative_energy_kj_mol": 103.8,
  "symbols": ["C", "O", "C", "N", "H", "H", "H", "H", "H", "H", "C", "C", "N", "H", "H", "H", "H", "H"],
  "xyz": [[0.91381, 0.72406, -1.52871], [0.24955, 1.52835, -0.65291], [0.46553, -0.73928, -1.43365], [0.93996, -1.57373, -2.54038], [0.79066, 1.04276, -2.60894], [2.01890, 0.70579, -1.36283], [0.83802, -1.14299, -0.48845], [-0.63510, -0.72648, -1.39055], [0.63020, -2.53300, -2.50965], [0.67094, -1.17739, -3.43098], [-1.73024, 1.04586, 2.14269], [-0.73699, 0.22816, 1.76572], [-0.24970, -0.87976, 2.47929], [-2.35101, 0.83813, 3.01464], [-1.94858, 1.92320, 1.53919], [-0.20608, 0.44523, 0.80727], [-0.67823, -1.04702, 3.38872], [0.76201, -0.85486, 2.59366]]
}



# 10
{
  "formula": "C4H11N2O",
  "method": "ωB97M-V with the def2-TZVPD basis set",
  "total_charge": -2,
  "multiplicity": 2,
  "gap_ev": [2.93, 6.94],
  "energy_ev": -9348.2311,
  "relative_energy_kj_mol": 123.8,
  "symbols": ["C", "O", "C", "C", "C", "N", "N", "H", "H", "H", "H", "H", "H", "H", "H", "H", "H", "H"],
  "xyz": [[1.68754, -0.65757, 1.16296], [2.90225, -0.74406, 0.61640], [0.60486, 0.05752, -0.00938], [-0.98254, -0.09032, 0.17257], [-1.71809, 1.03464, -0.46689], [-3.17585, 0.61279, -0.20446], [1.10438, -0.44348, -1.28686], [1.45140, -0.09971, 2.13744], [1.12860, -1.59962, 1.37988], [0.76137, 1.14420, 0.25764], [-1.10201, -1.16492, -0.19793], [-1.42621, -0.08196, 1.23216], [-1.71857, 1.95052, 0.07211], [-1.54708, 1.17890, -1.55226], [-3.29141, 0.85046, 0.79422], [-3.76304, 1.19421, -0.70881], [1.25958, 0.29860, -1.91412], [1.97902, -0.96904, -1.14786]]
}



# 11
{
  "formula": "C4H11N2O",
  "method": "ωB97M-V with the def2-TZVPD basis set",
  "total_charge": -2,
  "multiplicity": 2,
  "gap_ev": [2.92, 7.10],
  "energy_ev": -9348.0273,
  "relative_energy_kj_mol": 143.5,
  "symbols": ["C", "N", "C", "O", "C", "N", "C", "H", "H", "H", "H", "H", "H", "H", "H", "H", "H", "H"],
  "xyz": [[-0.47085, 0.29912, 1.14208], [-1.21870, -0.92755, 0.64570], [-2.39029, -0.59079, -0.26689], [-3.16410, 0.41119, 0.14587], [0.33956, 0.81593, -0.15852], [1.20495, -0.25021, -0.78616], [2.66921, 0.10583, -0.65503], [0.22481, 0.10426, 2.01304], [-1.08765, 1.15913, 1.47512], [-1.72415, -1.32524, 1.49691], [-2.82925, -1.65026, -0.46179], [-1.90332, -0.38093, -1.37646], [0.95908, 1.64853, 0.12494], [-0.42950, 1.12089, -0.98632], [0.89762, -1.08228, -0.29499], [3.32476, -0.66095, -0.98346], [2.77849, 0.51707, 0.36542], [2.81931, 0.68626, -1.43947]]
}



# 12
{
  "formula": "C4H11N2O",
  "method": "ωB97M-V with the def2-TZVPD basis set",
  "total_charge": 1,
  "gap_ev": 10.45,
  "energy_ev": -9347.7173,
  "relative_energy_kj_mol": 110.0,
  "symbols": ["C", "N", "C", "N", "H", "H", "H", "H", "H", "H", "H", "O", "C", "C", "H", "H", "H", "H"],
  "xyz": [[-0.35636, 2.04876, -0.14211], [-0.16242, -0.51522, -2.75898], [0.15184, 0.40487, -1.85844], [-0.71540, 1.10050, -1.19241], [-0.81650, 3.01180, -0.34582], [0.72199, 2.16890, -0.13727], [-0.68394, 1.66307, 0.81742], [-1.00551, -1.06229, -2.64280], [0.60195, -1.09169, -3.08489], [1.19429, 0.62487, -1.67786], [-1.69194, 0.85525, -1.29816], [0.49131, -1.27255, 0.22550], [0.87576, -1.44469, 1.36217], [0.02021, -1.25033, 2.56681], [1.94376, -1.65601, 1.53913], [-1.01427, -1.51886, 2.35684], [0.09731, -0.20272, 2.86635], [0.34792, -1.86364, 3.40453]]
}